{"formula": "C76H197N15O23", "method": "the ωB97M-V functional and the def2-TZVPD basis", "homo_energy_ev": -7.888, "total_energy_ev": -151436.04660, "lumo_ha": 0.01573, "de_lowest_kcal_mol": 0.0, "species": ["C", "O", "C", "C", "N", "C", "C", "O", "C", "H", "H", "H", "H", "H", "H", "H", "H", "H", "H", "H", "H", "H", "H", "H", "C", "O", "C", "C", "N", "C", "C", "O", "C", "H", "H", "H", "H", "H", "H", "H", "H", "H", "H", "H", "H", "H", "H", "H", "C", "O", "C", "C", "N", "C", "C", "O", "C", "H", "H", "H", "H", "H", "H", "H", "H", "H", "H", "H", "H", "H", "H", "H", "C", "O", "C", "C", "N", "C", "C", "O", "C", "H", "H", "H", "H", "H", "H", "H", "H", "H", "H", "H", "H", "H", "H", "H", "C", "O", "C", "C", "N", "C", "C", "O", "C", "H", "H", "H", "H", "H", "H", "H", "H", "H", "H", "H", "H", "H", "H", "H", "C", "O", "C", "C", "N", "C", "C", "O", "C", "H", "H", "H", "H", "H", "H", "H", "H", "H", "H", "H", "H", "H", "H", "H", "C", "O", "C", "C", "N", "C", "C", "O", "C", "H", "H", "H", "H", "H", "H", "H", "H", "H", "H", "H", "H", "H", "H", "H", "C", "O", "C", "C", "N", "C", "C", "O", "C", "H", "H", "H", "H", "H", "H", "H", "H", "H", "H", "H", "H", "H", "H", "H", "C", "C", "C", "O", "C", "N", "H", "H", "H", "H", "H", "H", "H", "H", "H", "H", "H", "C", "C", "C", "O", "C", "N", "H", "H", "H", "H", "H", "H", "H", "H", "H", "H", "H", "C", "C", "C", "O", "C", "N", "H", "H", "H", "H", "H", "H", "H", "H", "H", "H", "H", "C", "C", "C", "O", "C", "N", "H", "H", "H", "H", "H", "H", "H", "H", "H", "H", "H", "C", "C", "C", "O", "C", "N", "H", "H", "H", "H", "H", "H", "H", "H", "H", "H", "H", "C", "C", "C", "O", "C", "N", "H", "H", "H", "H", "H", "H", "H", "H", "H", "H", "H", "C", "C", "C", "O", "C", "N", "H", "H", "H", "H", "H", "H", "H", "H", "H", "H", "H"], "positions_angstrom": [[6.226, 5.435, 6.161], [5.252, 4.800, 5.360], [5.770, 4.142, 4.224], [4.719, 3.509, 3.271], [3.803, 2.615, 3.946], [4.387, 1.293, 4.194], [3.293, 0.348, 4.616], [2.885, 0.632, 5.931], [2.060, -0.277, 6.538], [5.689, 5.737, 7.079], [6.662, 6.308, 5.700], [7.004, 4.700, 6.360], [6.431, 3.379, 4.580], [6.362, 4.831, 3.602], [5.207, 3.041, 2.412], [4.098, 4.338, 2.971], [3.456, 2.975, 4.808], [5.184, 1.331, 4.938], [4.729, 0.917, 3.217], [3.612, -0.684, 4.573], [2.486, 0.418, 3.907], [2.611, -1.181, 6.731], [1.219, -0.519, 5.865], [1.608, 0.119, 7.448], [-1.684, -1.573, -6.818], [-3.003, -1.318, -6.377], [-3.951, -2.151, -7.036], [-5.296, -1.805, -6.417], [-5.177, -1.871, -4.950], [-6.357, -1.573, -4.231], [-6.345, -2.237, -2.880], [-5.363, -1.686, -2.053], [-5.123, -2.443, -0.858], [-1.332, -2.611, -6.686], [-1.067, -0.914, -6.223], [-1.609, -1.295, -7.893], [-3.847, -3.231, -6.835], [-3.924, -2.011, -8.119], [-6.059, -2.498, -6.834], [-5.607, -0.770, -6.660], [-4.381, -1.293, -4.685], [-7.206, -2.014, -4.747], [-6.709, -0.530, -4.105], [-6.283, -3.305, -2.882], [-7.376, -2.047, -2.499], [-5.113, -3.531, -0.971], [-5.948, -2.231, -0.160], [-4.223, -2.065, -0.398], [-4.877, 9.239, -3.763], [-4.890, 7.820, -3.513], [-4.563, 7.046, -4.658], [-3.719, 5.868, -4.258], [-2.440, 6.207, -3.587], [-1.472, 5.202, -3.450], [-1.788, 4.250, -2.342], [-1.850, 4.920, -1.092], [-1.925, 4.014, -0.012], [-5.621, 9.596, -4.475], [-3.858, 9.453, -4.068], [-5.047, 9.756, -2.814], [-4.045, 7.666, -5.372], [-5.495, 6.729, -5.115], [-3.501, 5.273, -5.155], [-4.309, 5.187, -3.638], [-2.636, 6.765, -2.784], [-0.493, 5.629, -3.238], [-1.439, 4.607, -4.374], [-0.984, 3.467, -2.348], [-2.698, 3.643, -2.564], [-2.791, 3.314, -0.111], [-1.988, 4.553, 0.929], [-0.981, 3.457, 0.027], [-8.538, 2.023, -2.801], [-7.260, 2.488, -2.413], [-6.630, 1.491, -1.577], [-5.181, 1.868, -1.471], [-4.432, 1.371, -2.623], [-4.676, 1.991, -3.933], [-3.540, 1.715, -4.896], [-3.897, 2.342, -6.090], [-2.976, 2.062, -7.127], [-9.281, 1.958, -1.961], [-8.515, 1.078, -3.354], [-8.929, 2.791, -3.480], [-6.716, 0.480, -1.980], [-7.102, 1.431, -0.557], [-4.782, 1.453, -0.533], [-5.083, 2.973, -1.378], [-4.597, 0.393, -2.630], [-4.749, 3.074, -3.812], [-5.618, 1.654, -4.401], [-3.364, 0.638, -5.109], [-2.521, 2.071, -4.572], [-2.522, 1.051, -7.061], [-2.205, 2.854, -7.141], [-3.428, 2.068, -8.130], [2.276, -3.799, -0.475], [2.136, -4.454, 0.769], [1.808, -5.824, 0.577], [1.290, -6.286, 1.988], [0.671, -7.645, 1.913], [1.647, -8.699, 2.190], [1.019, -10.067, 2.453], [0.198, -10.134, 3.593], [0.895, -9.926, 4.821], [1.369, -3.818, -1.019], [3.006, -4.288, -1.142], [2.581, -2.768, -0.326], [2.711, -6.394, 0.288], [0.977, -6.066, -0.120], [0.466, -5.622, 2.294], [2.011, -6.147, 2.766], [-0.007, -7.624, 2.671], [2.337, -8.494, 3.013], [2.293, -8.822, 1.329], [1.888, -10.741, 2.663], [0.383, -10.449, 1.612], [0.959, -8.849, 5.029], [1.890, -10.410, 4.857], [0.256, -10.346, 5.636], [-7.772, -7.075, -5.325], [-6.331, -6.884, -5.299], [-5.926, -6.035, -4.266], [-4.410, -5.852, -4.411], [-3.915, -4.723, -3.579], [-2.492, -4.458, -3.777], [-1.894, -3.690, -2.647], [-1.837, -4.450, -1.475], [-1.373, -3.776, -0.345], [-8.009, -7.708, -6.161], [-8.271, -6.110, -5.485], [-8.109, -7.532, -4.386], [-6.267, -6.387, -3.283], [-6.481, -5.055, -4.369], [-4.259, -5.627, -5.464], [-3.835, -6.699, -4.142], [-4.446, -3.923, -3.920], [-2.252, -3.989, -4.766], [-1.987, -5.423, -3.950], [-2.394, -2.684, -2.428], [-0.868, -3.406, -2.969], [-0.527, -3.135, -0.601], [-1.130, -4.607, 0.315], [-2.184, -3.180, 0.039], [1.054, 1.725, -3.713], [0.934, 3.092, -3.670], [2.077, 3.745, -4.257], [3.443, 3.382, -3.538], [4.482, 4.289, -4.102], [5.794, 4.128, -3.370], [6.740, 5.218, -3.686], [6.252, 6.440, -3.059], [7.134, 7.501, -3.349], [0.074, 1.257, -3.477], [1.734, 1.312, -2.968], [1.340, 1.337, -4.717], [1.758, 4.797, -4.258], [2.207, 3.437, -5.313], [3.782, 2.367, -3.834], [3.375, 3.422, -2.442], [4.224, 5.223, -3.853], [6.237, 3.182, -3.711], [5.674, 4.004, -2.252], [6.818, 5.281, -4.778], [7.739, 4.979, -3.252], [8.044, 7.515, -2.756], [6.549, 8.405, -3.103], [7.368, 7.549, -4.416], [5.431, 8.563, 3.254], [4.802, 7.650, 2.376], [4.464, 8.261, 1.164], [3.511, 7.479, 0.259], [2.358, 6.977, 0.969], [1.350, 6.358, 0.199], [1.818, 5.013, -0.349], [1.934, 4.033, 0.677], [2.880, 3.006, 0.388], [4.738, 9.303, 3.673], [6.305, 9.052, 2.784], [5.787, 7.942, 4.115], [5.364, 8.479, 0.572], [3.983, 9.213, 1.468], [4.038, 6.601, -0.208], [3.193, 8.153, -0.528], [2.596, 6.491, 1.800], [1.057, 7.008, -0.625], [0.447, 6.225, 0.836], [2.793, 5.195, -0.827], [1.205, 4.674, -1.201], [2.541, 2.347, -0.428], [2.945, 2.441, 1.346], [3.902, 3.376, 0.192], [0.206, -1.093, 2.932], [0.449, -0.905, 1.463], [-0.870, -0.430, 0.814], [-0.776, -0.378, -0.611], [-2.019, 0.086, -1.101], [1.478, 0.172, 1.311], [1.092, -1.512, 3.382], [-0.602, -1.806, 3.143], [-0.069, -0.156, 3.397], [0.761, -1.844, 0.999], [-1.168, 0.513, 1.268], [-1.673, -1.142, 1.036], [-2.323, 1.022, -0.591], [-2.823, -0.639, -0.988], [-1.923, 0.331, -2.177], [1.700, 0.369, 0.356], [1.145, 1.033, 1.758], [6.088, -2.445, 0.623], [5.280, -1.206, 0.877], [4.705, -0.643, -0.399], [5.762, -0.129, -1.160], [5.332, 0.309, -2.433], [4.318, -1.578, 1.889], [6.895, -2.321, -0.081], [5.460, -3.307, 0.316], [6.623, -2.747, 1.560], [5.895, -0.417, 1.291], [4.012, 0.097, -0.094], [4.091, -1.391, -0.914], [4.542, 1.009, -2.233], [4.958, -0.517, -3.047], [6.148, 0.817, -2.957], [3.488, -0.959, 1.882], [3.952, -2.473, 1.661], [3.238, -4.382, 4.428], [4.727, -4.248, 4.463], [5.297, -5.003, 3.283], [4.883, -6.356, 3.379], [5.326, -7.167, 2.292], [5.181, -2.859, 4.499], [2.821, -3.804, 3.596], [2.756, -4.082, 5.378], [2.903, -5.388, 4.238], [5.070, -4.779, 5.368], [6.415, -4.977, 3.317], [4.931, -4.520, 2.358], [6.389, -6.980, 2.144], [4.804, -6.900, 1.388], [5.177, -8.233, 2.508], [6.167, -2.773, 4.709], [4.938, -2.355, 3.672], [-3.975, 0.689, 2.907], [-5.158, -0.273, 2.855], [-5.707, -0.457, 4.241], [-6.246, 0.801, 4.631], [-6.372, 0.945, 6.039], [-6.155, 0.243, 1.893], [-4.216, 1.657, 3.341], [-3.459, 0.862, 1.952], [-3.152, 0.276, 3.521], [-4.741, -1.255, 2.564], [-4.930, -0.748, 4.965], [-6.509, -1.218, 4.266], [-5.562, 0.539, 6.596], [-7.253, 0.368, 6.367], [-6.548, 2.000, 6.334], [-7.017, -0.257, 1.956], [-6.381, 1.155, 2.288], [-0.541, -5.055, 5.409], [-0.104, -4.660, 6.751], [-0.797, -3.361, 7.081], [-0.433, -2.397, 6.132], [-1.171, -1.195, 6.388], [-0.523, -5.633, 7.781], [0.024, -5.891, 5.013], [-0.455, -4.258, 4.680], [-1.592, -5.274, 5.520], [0.967, -4.430, 6.740], [-0.521, -3.044, 8.127], [-1.934, -3.550, 6.963], [-2.282, -1.363, 6.451], [-0.972, -0.517, 5.564], [-0.804, -0.809, 7.338], [-0.266, -6.587, 7.630], [-0.267, -5.404, 8.712], [1.841, -5.151, -3.854], [2.549, -4.151, -4.713], [3.364, -3.044, -3.978], [2.658, -2.456, -2.893], [1.578, -1.699, -3.386], [3.497, -4.782, -5.641], [1.124, -4.640, -3.213], [2.444, -5.741, -3.142], [1.273, -5.858, -4.476], [1.770, -3.765, -5.380], [3.648, -2.285, -4.680], [4.268, -3.473, -3.582], [1.079, -1.223, -2.521], [0.815, -2.315, -3.880], [1.905, -0.955, -4.112], [3.126, -5.129, -6.499], [3.986, -5.495, -5.138], [-0.915, 2.554, 5.219], [-0.545, 3.455, 4.060], [-0.146, 4.916, 4.422], [-1.321, 5.566, 4.891], [-1.793, 6.674, 4.182], [0.523, 2.739, 3.304], [-1.464, 1.670, 4.839], [-1.493, 3.082, 5.985], [0.009, 2.185, 5.667], [-1.347, 3.533, 3.317], [0.178, 5.455, 3.519], [0.663, 5.038, 5.160], [-1.260, 7.596, 4.514], [-2.862, 6.808, 4.268], [-1.593, 6.581, 3.113], [0.821, 3.320, 2.508], [1.338, 2.644, 3.896]], "mulliken_charge": [-0.81, -0.25, -0.96, -0.72, 0.34, -0.85, 1.14, -0.59, -0.63, 0.22, 0.25, 0.34, 0.50, 0.49, 0.26, 0.23, 0.41, 0.48, 0.04, -0.25, -0.52, 0.45, -0.03, 0.37, -1.00, -0.12, -0.59, -0.91, 0.64, -0.89, -1.26, 0.11, -0.42, 0.39, 0.16, 0.32, 0.22, 0.44, 0.42, 0.34, -0.27, 0.66, 0.09, 0.64, 0.38, 0.41, 0.32, -0.42, -0.79, -0.32, -1.00, 0.05, -0.16, -1.14, 2.14, -0.71, 0.31, 0.28, 0.37, 0.23, 0.48, 0.37, 0.19, 0.05, 0.35, 0.28, 0.13, -0.11, -0.88, -0.03, 0.20, -0.26, -0.72, -0.33, 0.04, -0.31, 1.98, -0.79, 2.19, -0.48, -0.60, 0.28, 0.24, 0.26, -0.29, 0.51, -0.70, 0.57, -1.02, -0.04, 0.45, -0.94, -0.63, 0.08, 0.30, 0.25, -0.36, 0.83, -0.88, 0.78, -0.34, -0.12, -0.77, -0.38, -0.44, -0.26, 0.65, -0.67, 0.22, 0.23, 0.25, -0.94, 0.37, 0.15, 0.30, 0.39, 0.33, 0.04, 0.30, 0.25, -0.69, -0.39, -0.02, -0.76, 0.32, -0.98, 1.97, -0.63, 0.17, 0.28, 0.27, 0.28, 0.34, 0.02, 0.25, 0.48, -0.29, -0.06, 0.74, -0.56, -0.93, -0.18, 0.21, 0.08, -0.66, 0.38, -1.39, 0.66, -0.52, -0.02, -0.89, -0.18, -0.82, -0.06, 0.06, 0.58, 0.35, 0.34, 0.27, -0.30, 0.39, 0.22, 0.08, 0.42, 0.37, 0.31, 0.22, 0.35, -0.48, -0.13, -0.92, -0.25, -0.13, -1.10, 1.18, 0.64, 0.02, 0.33, 0.34, -0.13, 0.36, 0.46, 0.12, 0.31, 0.32, 0.44, -0.05, -0.36, -0.46, -0.23, -0.79, 0.31, -1.39, 1.78, -1.57, 0.67, 1.18, 1.69, -0.24, 0.84, -0.46, -0.46, 0.47, 0.22, -0.24, -0.64, -0.47, -0.46, -1.03, -1.63, 0.19, 1.13, -0.62, 0.00, 1.96, 0.52, 0.19, 0.27, 0.49, -0.65, -0.11, -0.04, -0.01, 0.35, -1.23, -0.58, -0.32, -0.02, 0.06, -0.37, -0.65, -0.30, -0.09, -0.35, 0.26, 0.44, 0.47, -0.24, 0.40, 0.16, 0.21, 0.28, -0.17, -0.79, 0.30, -0.63, -0.29, -0.80, -0.35, 0.64, -0.16, -0.01, 0.10, 0.15, 0.44, 0.29, 0.31, 0.25, 0.29, 0.35, -0.80, 1.33, -1.12, 0.19, -0.52, -0.68, 0.01, -0.17, 0.50, 0.00, 0.30, 0.22, 0.38, -0.27, 0.36, 0.21, 0.22, -0.67, 0.55, -1.51, 0.82, -0.03, -0.63, -0.30, 0.28, 0.41, 0.06, 0.50, 0.36, -0.43, -0.07, 0.32, 0.27, 0.25, -0.87, 0.96, -0.40, -0.40, -0.57, 1.17, -0.30, 0.56, 0.21, -0.22, -0.01, 0.29, 0.29, 0.28, 0.14, -0.65, -0.52]}

***

{"formula": "C4H23NO9S", "method": "the ωB97M-V functional and the def2-TZVPD basis", "homo_energy_ev": -9.313, "total_energy_ev": -35272.89573, "smiles": "O=C(O)NCCCS.O.O.O.O.O.O.O", "lumo_ha": -0.00194, "de_lowest_kcal_mol": 62.8, "species": ["O", "C", "O", "N", "C", "C", "C", "S", "H", "H", "H", "H", "H", "H", "H", "H", "H", "O", "H", "H", "O", "H", "H", "O", "H", "H", "O", "H", "H", "O", "H", "H", "O", "H", "H", "O", "H", "H"], "positions_angstrom": [[1.967, 1.754, -2.014], [0.989, 2.104, -1.308], [-0.196, 2.498, -1.889], [0.971, 2.073, 0.015], [-0.163, 2.127, 0.892], [-1.294, 1.041, 0.607], [-2.371, 1.021, 1.655], [-1.702, 1.147, 3.320], [-0.499, 1.955, -2.676], [1.809, 1.705, 0.412], [-0.542, 3.160, 1.132], [0.160, 1.826, 1.956], [-1.565, 1.127, -0.543], [-0.758, 0.046, 0.571], [-3.144, 1.825, 1.664], [-3.187, 0.069, 1.461], [-1.372, -0.145, 3.354], [1.327, -2.674, 1.716], [1.636, -1.811, 2.037], [1.948, -3.373, 1.806], [-1.760, 0.903, -3.404], [-2.011, -0.002, -3.013], [-2.281, 1.410, -2.790], [0.869, -1.804, -1.060], [1.450, -1.586, -0.378], [1.135, -2.711, -1.225], [-1.669, -3.067, 0.176], [-1.709, -3.351, 1.142], [-1.692, -3.922, -0.195], [3.639, -0.209, -1.227], [2.647, -0.518, -1.459], [3.498, 0.645, -1.283], [-1.633, -1.080, -1.627], [-0.802, -1.424, -1.338], [-2.337, -1.224, -0.934], [2.584, 0.064, 1.422], [2.715, 0.589, 2.093], [3.341, -0.191, 0.931]], "mulliken_charge": [-0.73, 0.60, -0.52, 0.12, -0.99, 1.01, -0.71, -0.26, 0.45, 0.23, 0.19, 0.39, -0.23, -0.21, 0.38, 0.24, 0.11, -0.60, 0.31, 0.27, -0.74, 0.39, 0.31, -0.60, 0.30, 0.22, -0.51, 0.29, 0.23, -0.67, 0.37, 0.35, -0.61, 0.35, 0.27, -0.52, 0.22, 0.30]}

***

Q: What is the formula in the second record?
A: C4H23NO9S